No. 1
This record from the OMol25 dataset describes a 7-piece molecular cluster, C63H133N7O7 overall. The level of theory is ωB97M-V/def2-TZVPD.

Last column: Mulliken charge in e.
Positions of all 210 atoms, in Å:
C (0.9127, 4.0287, 4.9476)  -2.21
C (1.0098, 2.6002, 5.5306)  1.88
C (2.3558, 1.9155, 5.1782)  -0.95
C (0.8637, 2.8661, 7.0548)  -1.54
C (0.7619, 1.5743, 7.9230)  -0.32
C (-0.4866, 0.8662, 7.3777)  -1.53
C (-0.4736, 0.5615, 5.8973)  2.15
C (0.4819, -0.6227, 5.5419)  -1.37
C (-1.8788, 0.0844, 5.4673)  -2.29
N (-0.1085, 1.7743, 5.1694)  -0.20
O (-0.2555, 1.6648, 3.7743)  0.17
H (1.8389, 4.5995, 4.9962)  0.44
H (0.7837, 3.8528, 3.8715)  0.46
H (0.0626, 4.6378, 5.2471)  0.42
H (2.5352, 1.0526, 5.8134)  -0.18
H (2.3179, 1.5542, 4.1465)  0.19
H (3.2193, 2.5833, 5.1638)  0.46
H (1.6819, 3.5094, 7.3943)  0.51
H (0.0013, 3.5046, 7.2590)  0.46
H (1.7127, 1.0698, 7.7357)  0.03
H (0.7265, 1.7138, 9.0017)  0.46
H (-1.4258, 1.3401, 7.6669)  0.39
H (-0.5703, -0.1299, 7.8332)  0.39
H (-0.0594, -1.5673, 5.5383)  0.54
H (1.2228, -0.5676, 6.3459)  0.32
H (1.0475, -0.5618, 4.6132)  -0.05
H (-2.3000, -0.7873, 5.9569)  0.40
H (-1.8542, -0.0146, 4.3821)  0.42
H (-2.5173, 0.9526, 5.6745)  0.50
H (-1.0386, 2.1889, 3.5730)  0.27
C (-0.6480, 7.1768, -7.8378)  -1.97
C (0.1722, 6.6855, -6.6174)  1.73
C (0.7383, 7.8998, -5.8764)  -1.51
C (-0.8416, 5.9730, -5.6992)  -0.76
C (-1.1815, 4.5499, -6.1170)  -0.85
C (0.1240, 3.7963, -6.3476)  -1.07
C (1.0071, 4.4806, -7.4078)  1.67
C (2.2516, 3.5331, -7.3848)  -2.00
C (0.3665, 4.3739, -8.7990)  -1.75
N (1.3308, 5.8062, -6.9332)  0.82
O (2.3292, 6.3699, -7.7419)  -0.55
H (-1.0073, 8.1915, -7.6723)  0.44
H (-0.0770, 7.1112, -8.7673)  0.37
H (-1.5275, 6.5903, -8.1141)  0.32
H (1.7181, 8.2182, -6.2406)  0.42
H (0.0981, 8.7812, -5.8356)  0.39
H (0.9759, 7.7209, -4.8218)  0.02
H (-0.4251, 5.9820, -4.6843)  -0.04
H (-1.7660, 6.5495, -5.6197)  0.40
H (-1.7941, 4.0603, -5.3589)  0.47
H (-1.7607, 4.6555, -7.0395)  0.29
H (-0.1183, 2.7541, -6.5611)  0.63
H (0.5601, 3.8161, -5.3430)  -0.05
H (2.8358, 3.5801, -6.4591)  0.29
H (2.9342, 3.9405, -8.1338)  0.44
H (2.0087, 2.4748, -7.4352)  0.43
H (-0.6308, 4.7851, -8.9343)  0.25
H (0.4336, 3.4090, -9.3060)  0.41
H (0.9341, 4.9649, -9.5321)  0.42
H (2.9751, 6.7078, -7.1114)  0.36
C (4.0721, 4.8447, -1.7086)  -1.45
C (3.1705, 6.0796, -1.9022)  1.82
C (3.5623, 6.7981, -3.1985)  -1.80
C (1.6623, 5.7682, -2.0150)  -0.59
C (1.0850, 5.2669, -0.7343)  -0.11
C (1.2095, 6.3719, 0.3112)  -1.67
C (2.6801, 6.7448, 0.5753)  2.13
C (2.6345, 8.1431, 1.2398)  -2.16
C (3.2917, 5.7289, 1.5247)  -1.65
N (3.2976, 7.0531, -0.7726)  0.07
O (4.6407, 7.4671, -0.6048)  -0.50
H (4.2100, 4.5389, -0.6731)  0.23
H (3.5714, 4.0052, -2.2042)  0.26
H (5.0653, 4.9065, -2.1500)  0.36
H (3.0779, 6.2997, -4.0430)  0.31
H (3.5055, 7.8820, -3.2482)  0.34
H (4.6087, 6.5412, -3.3894)  0.37
H (1.2221, 6.7323, -2.2828)  0.14
H (1.4882, 5.0163, -2.7890)  0.16
H (0.0794, 4.8436, -0.7817)  0.40
H (1.6698, 4.4053, -0.3847)  -0.09
H (0.7119, 6.0532, 1.2292)  0.44
H (0.6773, 7.2352, -0.0963)  0.36
H (2.1221, 8.0637, 2.2021)  0.42
H (2.1367, 8.8784, 0.6073)  0.48
H (3.6040, 8.5796, 1.4950)  0.47
H (3.2199, 4.7625, 1.0124)  0.19
H (2.9606, 5.5752, 2.5495)  0.28
H (4.3821, 5.8157, 1.5974)  0.32
H (4.5388, 8.4047, -0.4114)  0.38
C (-0.0597, -6.1011, -4.6257)  -1.87
C (-0.8036, -6.0613, -3.3128)  1.89
C (0.1014, -5.3504, -2.2869)  -2.22
C (-2.0990, -5.2469, -3.4284)  -1.23
C (-3.2979, -5.8753, -4.1684)  -0.68
C (-3.4135, -7.2552, -3.5707)  -1.43
C (-2.1822, -8.1795, -3.5330)  1.96
C (-2.5445, -9.3606, -2.6149)  -2.28
C (-1.8581, -8.7981, -4.9147)  -1.79
N (-1.0792, -7.4468, -2.9024)  0.37
O (0.0793, -8.1969, -2.5953)  -0.49
H (0.9559, -6.4848, -4.6869)  0.26
H (-0.7558, -6.5820, -5.3126)  0.49
H (0.0348, -5.0901, -5.0473)  0.42
H (-0.2796, -5.3201, -1.2681)  0.46
H (1.0476, -5.9002, -2.3002)  0.55
H (0.4609, -4.3845, -2.6478)  0.40
H (-2.4947, -5.1203, -2.4146)  0.30
H (-1.8134, -4.2640, -3.8081)  0.36
H (-4.1112, -5.1944, -3.9276)  0.38
H (-3.0298, -5.8923, -5.2288)  0.37
H (-4.3012, -7.7583, -3.9686)  0.37
H (-3.6955, -7.1148, -2.5189)  0.48
H (-2.7182, -9.0195, -1.5919)  0.45
H (-1.7250, -10.0754, -2.5375)  0.52
H (-3.4283, -9.8261, -3.0497)  0.49
H (-0.8420, -8.5982, -5.2434)  0.34
H (-2.4604, -8.4408, -5.7573)  0.34
H (-2.0807, -9.8644, -4.8787)  0.44
H (-0.1667, -8.5485, -1.7333)  0.36
C (3.7744, -3.8116, 2.9990)  -2.35
C (4.5785, -4.0617, 4.2553)  1.82
C (4.4870, -5.5405, 4.6746)  -1.72
C (6.0038, -3.6547, 3.8612)  -1.34
C (7.0351, -3.5790, 4.9978)  -0.87
C (6.4782, -2.7069, 6.1621)  -1.23
C (5.0283, -3.0224, 6.5476)  1.98
C (5.0203, -4.2349, 7.4928)  -1.96
C (4.3725, -1.7999, 7.2229)  -2.50
N (4.2047, -3.1207, 5.3181)  0.55
O (2.8012, -3.1959, 5.5462)  -0.43
H (4.2018, -4.0999, 2.0373)  0.43
H (2.7617, -4.2201, 3.0027)  0.36
H (3.6947, -2.7226, 2.8913)  0.45
H (3.4857, -5.5696, 5.1066)  0.39
H (4.9134, -6.2828, 4.0032)  0.41
H (5.1790, -5.6834, 5.5081)  0.29
H (6.3889, -4.0438, 2.9137)  0.55
H (5.9939, -2.6143, 3.4970)  0.50
H (7.1895, -4.5826, 5.4017)  0.34
H (7.9820, -3.1814, 4.6384)  0.47
H (6.4886, -1.6226, 6.0169)  0.48
H (7.1568, -2.8533, 7.0057)  0.32
H (5.7499, -5.0249, 7.3048)  0.43
H (4.0481, -4.7262, 7.5244)  0.36
H (5.3720, -3.8632, 8.4602)  0.48
H (3.5696, -2.0979, 7.8992)  0.44
H (4.0645, -1.0483, 6.4983)  0.55
H (5.0252, -1.2384, 7.9035)  0.50
H (2.5457, -2.3333, 5.2012)  0.17
C (0.0658, -0.3262, -3.0175)  -1.85
C (0.4783, 0.5082, -1.7960)  2.26
C (1.4852, 1.6096, -2.2305)  -2.11
C (-0.7390, 1.4051, -1.3982)  -0.76
C (-1.7723, 0.5801, -0.7012)  -1.05
C (-1.0892, 0.1048, 0.5996)  -1.13
C (0.1281, -0.8347, 0.3771)  2.80
C (0.9311, -0.9577, 1.6818)  -2.24
C (-0.5028, -2.1843, -0.0937)  -1.52
N (0.9833, -0.2267, -0.6496)  0.33
O (1.9910, -1.1298, -1.0508)  -0.48
H (-0.4880, -1.1723, -2.6199)  0.30
H (-0.4292, 0.3023, -3.7530)  0.32
H (0.9915, -0.6993, -3.4597)  0.41
H (2.3813, 1.2424, -2.7556)  0.53
H (1.1228, 2.2812, -3.0116)  -0.01
H (1.9237, 2.1279, -1.3768)  0.49
H (-0.5019, 2.1823, -0.6624)  -0.17
H (-1.1564, 2.0029, -2.2133)  0.72
H (-2.6400, 1.1527, -0.3524)  0.51
H (-2.2590, -0.1433, -1.3628)  0.25
H (-1.8620, -0.3945, 1.1881)  0.43
H (-0.7497, 0.9617, 1.1853)  -0.05
H (0.9494, 0.0139, 2.1716)  0.15
H (1.9419, -1.2581, 1.4012)  0.44
H (0.5325, -1.7607, 2.3010)  0.56
H (-0.2139, -2.4310, -1.1127)  -0.05
H (-1.5849, -2.1942, 0.0271)  -0.01
H (-0.1393, -3.0426, 0.4789)  0.63
H (2.8150, -0.6326, -0.9984)  0.34
C (-9.3791, -2.2447, 1.8260)  -1.98
C (-8.1916, -2.9581, 1.1536)  1.57
C (-7.9877, -4.4014, 1.6347)  -1.67
C (-8.5301, -2.9420, -0.3767)  -1.26
C (-7.3791, -3.0508, -1.3221)  -0.69
C (-6.3163, -2.0087, -0.9574)  -1.19
C (-5.8199, -2.1682, 0.5052)  1.65
C (-4.9653, -3.4036, 0.7267)  -1.45
C (-4.9234, -0.9466, 0.7545)  -2.19
N (-7.0218, -2.1028, 1.3888)  0.31
O (-6.6571, -2.0348, 2.7753)  -0.47
H (-10.2389, -2.9211, 1.9077)  0.43
H (-9.2286, -2.1268, 2.9061)  0.42
H (-9.6882, -1.2791, 1.4372)  0.42
H (-8.9729, -4.8644, 1.6595)  0.50
H (-7.2200, -4.9671, 1.1168)  0.30
H (-7.5954, -4.2910, 2.6504)  0.37
H (-9.1404, -3.8519, -0.4502)  0.45
H (-9.2555, -2.1749, -0.6508)  0.40
H (-6.9327, -4.0523, -1.4145)  0.32
H (-7.5776, -3.0542, -2.4021)  0.44
H (-6.6257, -0.9745, -1.0994)  0.44
H (-5.4470, -2.1907, -1.5971)  0.43
H (-5.4577, -4.3219, 0.4077)  0.31
H (-4.6141, -3.5383, 1.7489)  0.33
H (-4.0859, -3.2869, 0.0855)  0.10
H (-4.6397, -0.9181, 1.8106)  0.55
H (-5.5163, -0.0278, 0.7091)  0.51
H (-4.0882, -0.9823, 0.0618)  0.23
H (-6.8726, -1.1032, 2.8941)  0.36

Properties
M: 1100.80 g mol⁻¹
SMILES: CC1(C)CCCC(C)(C)N1O.CC1(C)CCCC(C)(C)N1O.CC1(C)CCCC(C)(C)N1O.CC1(C)CCCC(C)(C)N1O.CC1(C)CCCC(C)(C)N1O.CC1(C)CCCC(C)(C)N1O.CC1(C)CCCC(C)(C)N1O
Energy relative to the best compared isomer or geometry (same formula, charge and spin): 111.3 kcal per mole
Electronic energy: -3389.74177 Ha
E_HOMO: -0.294 Ha
Multiplicity: 1


No. 2
This record from the OMol25 dataset describes a 13-piece molecular cluster, C13H52N12O13 overall. The level of theory is ωB97M-V/def2-TZVPD.

Last column: Mulliken charge in e.
Positions of all 90 atoms, in Å:
C (-2.9232, -2.9900, 2.3721)  0.13
O (-1.5722, -3.0910, 2.1241)  -0.72
N (-3.7832, -2.3290, 1.6841)  -0.31
N (-3.5742, -3.5780, 3.2791)  -0.45
H (-3.4082, -1.8380, 0.8341)  0.36
H (-4.7052, -2.0250, 1.9951)  0.24
H (-2.9672, -4.2290, 3.8001)  0.33
H (-4.5692, -3.8610, 3.1151)  0.23
C (-0.3162, 4.0520, -1.6549)  0.31
O (0.6198, 3.1270, -1.9899)  -0.70
N (0.0218, 5.2280, -1.1719)  -0.53
N (-1.5542, 3.8660, -2.0109)  -0.13
H (1.0308, 5.3830, -1.3379)  0.35
H (-0.5072, 6.1470, -0.9379)  0.31
H (-1.9402, 2.9830, -2.4279)  0.14
H (-2.2742, 4.5580, -1.7009)  0.18
C (-3.4172, 1.3100, 2.2891)  0.26
O (-2.9022, 1.7540, 1.1221)  -0.71
N (-2.9122, 0.3040, 2.9521)  -0.18
N (-4.4072, 1.9130, 2.9221)  -0.45
H (-2.0392, -0.2020, 2.6071)  0.05
H (-3.3452, -0.2000, 3.7761)  0.25
H (-4.8012, 2.7600, 2.4961)  0.30
H (-4.5282, 1.8370, 3.9791)  0.21
C (-0.0272, 0.1590, 0.6131)  -3.14
O (-0.9602, -0.5050, 1.4071)  0.23
N (1.1588, -0.2780, 0.4491)  1.81
N (-0.4392, 1.0700, -0.1569)  3.14
H (1.3108, -1.1450, 1.1261)  0.17
H (1.8528, 0.4600, 0.3981)  -0.47
H (-1.3582, 1.5540, -0.0489)  0.46
H (0.2148, 1.5590, -0.8159)  -1.07
C (2.1178, -2.9090, -2.0949)  0.36
O (3.3768, -2.2410, -2.3639)  -0.72
N (1.2508, -2.3410, -1.3139)  0.88
N (1.7488, -4.0900, -2.5009)  -0.35
H (1.3768, -1.4770, -0.8199)  -0.79
H (0.4768, -2.9400, -1.0609)  0.25
H (2.3418, -4.5820, -3.1559)  0.31
H (0.8028, -4.5260, -2.3529)  0.19
C (-2.9462, -1.2130, -1.6339)  0.18
O (-3.8402, -1.5540, -2.5429)  -0.82
N (-3.2102, -0.8000, -0.4269)  -0.05
N (-1.6972, -1.1340, -1.8509)  0.02
H (-4.1992, -0.5710, -0.3559)  0.32
H (-2.6302, -0.3350, 0.3161)  -0.30
H (-1.3572, -1.4100, -2.7949)  0.23
H (-0.9772, -0.7880, -1.1939)  0.25
C (3.4968, 1.4360, -0.7449)  -0.59
O (3.1788, 1.4810, 0.6221)  -0.59
H (4.5888, 1.5700, -0.9329)  0.43
H (2.8978, 2.1260, -1.2789)  0.12
H (3.3138, 0.4710, -1.1809)  -0.02
H (3.7578, 2.1010, 1.0251)  0.34
C (1.2258, 0.1630, -3.5709)  0.58
O (1.3998, -0.9100, -4.4609)  -0.55
H (1.6578, -0.0180, -2.5679)  -0.31
H (0.1918, 0.1890, -3.3339)  -0.64
H (1.5888, 1.0650, -4.0099)  0.60
H (2.2498, -0.8450, -4.8839)  0.32
C (1.4808, -3.9330, 1.6101)  -0.80
O (1.0668, -2.6070, 1.9641)  -0.43
H (0.8018, -4.6480, 1.9961)  0.41
H (2.3878, -3.9550, 2.2611)  0.23
H (1.7798, -4.0620, 0.5731)  0.15
H (0.1138, -2.7160, 1.9311)  0.49
C (4.6198, -2.2810, 0.7671)  -0.44
O (4.8838, -1.1100, 0.0461)  -0.62
H (3.8968, -2.0340, 1.5801)  0.03
H (5.4598, -2.6210, 1.2491)  0.51
H (4.2378, -3.0980, 0.1431)  0.10
H (4.0878, -0.9310, -0.4269)  0.33
C (0.9088, 3.6740, 1.3401)  -0.32
O (0.1318, 4.8680, 1.3441)  -0.69
H (0.2098, 2.8380, 1.3931)  0.08
H (1.6558, 3.7320, 2.1181)  0.30
H (1.4158, 3.5710, 0.4101)  0.13
H (0.0658, 5.0620, 0.4101)  0.56
C (-2.6702, 1.0820, -4.1919)  -0.84
O (-1.9562, 1.3080, -3.0139)  -0.49
H (-2.0002, 0.4840, -4.8279)  0.26
H (-2.7962, 2.0360, -4.7519)  0.33
H (-3.6622, 0.6310, -4.1069)  0.32
H (-1.8922, 0.5400, -2.4449)  0.02
C (1.7468, 0.7130, 3.6751)  0.13
O (3.0048, 0.1950, 4.0631)  -0.56
H (1.9078, 1.6110, 3.1391)  -0.05
H (1.2448, 1.0000, 4.6141)  0.45
H (1.1848, -0.0330, 3.2281)  -0.19
H (3.5228, 1.0150, 4.2821)  0.32

Properties
M: 584.63 g mol⁻¹
Energy relative to the best compared isomer or geometry (same formula, charge and spin): 170.9 kcal per mole
Electronic energy: -2161.56923 Ha
E_HOMO: -0.323 Ha
Multiplicity: 1


| no. | gap between HOMO and LUMO (eV) |
| --- | --- |
| 1 | 8.41 |
| 2 | 9.02 |